# 1
C12H35IrNO11P2SeSi3 as an isolated structure. Source: the Open Molecules 2025 dataset; level of theory: wB97M-V/def2-TZVPD.

Computed properties:
- E_tot: -147430.2714 eV
- LUMO energy: 2.428 eV
- ΔE to the lowest compared entry with this formula, charge and spin: 0.000 eV
- Highest occupied orbital energy: -5.95 eV
- Total charge: -1
- Spin multiplicity: 1
- HOMO-LUMO gap: 8.377 eV

Geometry (Å):
Ir: -0.3692 0.5983 -0.0148
C: -0.4897 0.9195 3.1512
O: 0.1841 0.4234 1.9902
Si: 1.8395 0.0815 1.7122
C: 2.7173 1.5526 2.4680
C: 2.3782 -1.3514 2.7806
C: 1.6501 -0.0890 -0.1273
Si: 2.2838 1.3708 -1.0730
C: 4.0364 1.9236 -0.6168
C: 2.3307 1.2263 -2.9336
C: 1.0803 2.7423 -0.5389
Si: 1.9027 -1.8231 -0.7873
C: 3.7149 -2.3071 -0.5291
C: 1.5446 -2.0329 -2.6133
C: 0.8084 -3.1043 0.0538
H: -0.2288 0.2795 3.9954
H: -1.5644 0.8752 2.9841
H: -0.1762 1.9489 3.3385
H: 2.4095 1.6303 3.5144
H: 2.4805 2.4986 1.9775
H: 3.8003 1.4192 2.4523
H: 2.0807 -1.1560 3.8140
H: 3.4690 -1.4210 2.7631
H: 1.9701 -2.3139 2.4821
H: 4.7181 1.0693 -0.5826
H: 4.0940 2.4387 0.3392
H: 4.4106 2.6078 -1.3839
H: 3.1302 0.5582 -3.2557
H: 2.5443 2.2181 -3.3428
H: 1.3818 0.8860 -3.3532
H: 1.3051 3.1366 0.4543
H: 0.0094 2.4563 -0.5594
H: 1.1429 3.5695 -1.2497
H: 4.3810 -1.5805 -1.0034
H: 3.9152 -3.2829 -0.9810
H: 3.9844 -2.3670 0.5276
H: 2.3078 -1.6129 -3.2638
H: 0.5844 -1.5748 -2.8634
H: 1.4737 -3.1037 -2.8252
H: 0.5194 -2.8598 1.0753
H: 1.2932 -4.0849 0.0498
H: -0.1157 -3.1714 -0.5245
N: -4.1207 -0.2239 -0.9920
C: -4.0196 -0.2241 0.4824
C: -5.3072 -0.6492 1.1793
P: -2.6405 -1.3229 1.0069
O: -3.1822 -2.7363 0.4270
O: -2.4185 -1.3507 2.4630
O: -1.4135 -1.0598 0.0851
P: -3.5585 1.5051 0.9733
O: -4.4459 2.3558 -0.0851
O: -3.9477 1.8027 2.3637
O: -2.1006 1.6879 0.5684
H: -3.8411 -1.1025 -1.4191
H: -3.2742 0.9710 -1.8040
H: -5.0815 -0.0311 -1.2564
H: -5.5847 -1.6628 0.8830
H: -6.1141 0.0374 0.9106
H: -5.1753 -0.6062 2.2597
H: -2.6435 -3.4546 0.7572
H: -3.8697 2.8469 -0.6756
O: -0.9869 1.7136 -4.3326
Se: -1.6162 0.7650 -3.2035
O: -2.3139 -0.6064 -3.6720
O: -2.8217 1.6725 -2.3742
O: -0.4549 0.4789 -2.0463

# 2
A 4-piece molecular cluster, C12H35N3O4 overall. Source: the Open Molecules 2025 dataset; level of theory: wB97M-V/def2-TZVPD.

Computed properties:
- E_tot: -25668.5617 eV
- SMILES: COC[C@H](C)N.COC[C@H](C)N.COC[C@H](C)N.O
- LUMO energy: 0.639 eV
- ΔE to the lowest compared entry with this formula, charge and spin: 2.538 eV
- Highest occupied orbital energy: -9.39 eV
- Total charge: 0
- Spin multiplicity: 1
- HOMO-LUMO gap: 10.033 eV

Geometry (Å):
O: -0.3368 1.2744 1.9994
H: -0.4726 1.8380 1.2377
H: -0.1920 0.4031 1.6304
C: -0.3125 -1.6637 -2.7801
C: -0.8519 -3.0348 -2.4415
C: -1.8947 -3.1188 -1.3289
O: -1.3216 -2.4161 -0.1847
C: -2.1752 -2.1546 0.8655
N: -1.3547 -3.5767 -3.6492
H: 0.6313 -1.6718 -3.3254
H: -0.0432 -1.2761 -1.7976
H: -1.0193 -0.8979 -3.0993
H: -0.0058 -3.6235 -2.0870
H: -2.0996 -4.1791 -1.1810
H: -2.7294 -2.5302 -1.7097
H: -3.0560 -1.5883 0.5629
H: -1.7395 -1.7264 1.7682
H: -2.6306 -3.0663 1.2519
H: -1.5173 -4.5730 -3.6181
H: -0.6145 -3.4618 -4.3267
C: -4.3303 3.4716 -0.1010
C: -3.6040 3.7417 -1.4178
C: -4.1055 5.0574 -2.1310
O: -5.3631 4.9610 -2.7560
C: -5.5673 5.6082 -4.0250
N: -2.1658 3.8000 -1.0047
H: -5.3714 3.2141 -0.2959
H: -4.2851 4.3176 0.5849
H: -3.8344 2.6539 0.4221
H: -3.7591 2.9402 -2.1400
H: -3.3950 5.4428 -2.8622
H: -4.2297 5.7461 -1.2952
H: -6.5978 5.4128 -4.3217
H: -4.9282 5.3001 -4.8524
H: -5.5323 6.6534 -3.7178
H: -2.1187 4.7724 -0.7357
H: -1.5799 3.8094 -1.8273
C: 6.7291 -3.1468 4.3375
C: 6.6403 -2.2484 3.1036
C: 5.2088 -1.6628 2.9667
O: 4.2482 -2.7829 2.6972
C: 3.0119 -2.1111 2.4719
N: 7.7560 -1.3721 3.1418
H: 6.1475 -4.0565 4.1889
H: 6.3372 -2.6705 5.2362
H: 7.7738 -3.3817 4.5414
H: 6.9077 -2.9110 2.2805
H: 5.3559 -0.9892 2.1224
H: 4.8595 -1.1017 3.8334
H: 2.5247 -1.6420 3.3266
H: 2.2791 -2.8329 2.1110
H: 3.1899 -1.3687 1.6939
H: 7.8279 -1.0246 4.0875
H: 7.7057 -0.5558 2.5491

# 3
C12H36AgBr2O16P4 as an isolated structure. Source: the Open Molecules 2025 dataset; level of theory: wB97M-V/def2-TZVPD.

Computed properties:
- E_tot: -227036.6251 eV
- Expectation value of S²: 0.76
- LUMO energy (alpha / beta): 0.533 / -1.804 eV
- Highest occupied orbital energy (alpha / beta): -7.98 / -7.47 eV
- Total charge: 0
- Spin multiplicity: 2
- HOMO-LUMO gap (alpha / beta): 8.511 / 5.663 eV

Geometry (Å):
Ag: -2.8717 29.9000 13.3010
Br: -2.4075 32.6448 13.7490
Br: -3.4028 27.2140 12.6809
C: -4.3818 28.3619 9.2867
O: -4.5047 29.7346 8.8343
P: -4.0298 30.8933 9.8028
O: -3.6144 30.5612 11.1660
O: -2.9543 31.6363 8.8707
C: -2.4693 32.9317 9.2209
O: -5.3347 31.8580 9.7643
C: -5.4311 32.9015 10.7161
H: -5.1880 28.1760 9.9913
H: -3.3997 28.1455 9.6980
H: -4.5185 27.7552 8.3929
H: -1.8882 32.8536 10.1538
H: -3.2533 33.6407 9.4812
H: -1.7428 33.2076 8.4631
H: -4.6696 32.9860 11.4942
H: -6.3913 32.9054 11.2380
H: -5.4660 33.8364 10.1354
C: 0.9950 30.6661 9.9134
O: 0.2179 30.7217 11.1053
P: 0.5457 29.7862 12.3711
O: -0.7091 29.4980 13.0873
O: 1.3184 28.5413 11.7837
C: 1.8496 27.4821 12.5625
O: 1.6884 30.5382 13.1728
C: 1.4649 31.8949 13.5796
H: 0.7564 29.7578 9.3700
H: 2.0607 30.7689 10.1378
H: 0.8181 31.5488 9.2984
H: 2.7620 27.1276 12.0765
H: 1.2076 26.6009 12.4994
H: 2.0577 27.7644 13.5908
H: 2.3552 32.4548 13.2700
H: 1.5407 32.0059 14.6607
H: 0.5856 32.3569 13.1441
C: -3.7784 28.1428 17.8389
O: -2.5435 28.8430 18.0041
P: -1.7220 29.3796 16.7291
O: -2.5071 29.3961 15.4821
O: -1.1904 30.7907 17.2048
C: -2.1381 31.8045 17.5055
O: -0.4504 28.4577 16.6269
C: 0.2003 27.9891 17.8141
H: -3.5799 27.1026 17.5715
H: -4.3820 28.6448 17.0852
H: -4.2880 28.0891 18.8002
H: -2.2475 32.4766 16.6515
H: -1.9327 32.3185 18.4401
H: -3.1494 31.3907 17.5992
H: -0.1878 28.3998 18.7482
H: 1.2782 28.1109 17.8104
H: -0.0771 26.9336 17.8910
C: -8.3812 32.2322 13.6144
O: -7.1741 31.5295 13.3807
P: -6.2242 30.9055 14.4907
O: -5.0729 30.2849 13.8199
O: -5.9522 32.0745 15.5088
C: -6.0892 31.9139 16.9154
O: -7.1134 29.8653 15.2818
C: -7.9197 28.8321 14.7779
H: -8.6905 32.7657 12.7237
H: -8.2388 32.9157 14.4580
H: -9.1850 31.5769 13.9627
H: -6.8693 32.5903 17.2845
H: -5.2392 32.3617 17.4358
H: -6.2737 30.8969 17.2407
H: -8.6154 29.1790 14.0083
H: -8.5470 28.4893 15.6035
H: -7.4036 27.9586 14.3787